No. 1
Computed, not measured: a molecular structure, C12H28CeClIN3OP2 at a distorted geometry, with ωB97M-V/def2-TZVPD.

```
! wB97M-V def2-TZVPD RIJCOSX def2/J DEFGRID3
* xyz 2 2
C -1.7024 -0.0876 -2.0116
I 3.6410 -0.0561 -0.0488
H -1.5506 -0.0139 -3.1015
H -2.2775 0.7799 -1.6376
H -2.2117 -1.0282 -1.7370
Ce 0.3308 -0.0532 -0.8582
P 0.7033 2.5928 -1.3309
C 0.3239 3.3113 0.2846
C 2.3875 3.0571 -1.7744
H 2.4462 4.0792 -2.1531
H -0.2614 4.3120 -2.7237
H 2.7275 2.3540 -2.5413
H -0.2985 2.7166 -3.5189
H 0.9928 2.9064 1.0529
H 3.0700 2.9162 -0.9307
C -0.4326 3.2462 -2.5698
H 0.4346 4.3940 0.2508
H -1.4754 3.0802 -2.2831
H -0.6920 3.0539 0.6066
P 0.6093 -2.7570 -1.2907
C 0.2102 -3.4855 0.3227
C -0.5181 -3.4382 -2.5350
H 2.6503 -2.6190 -2.5101
H 2.3087 -4.3254 -2.1208
H 2.9727 -3.1960 -0.8999
C 2.2798 -3.3025 -1.7394
H -0.4002 -2.9091 -3.4852
H -0.3478 -4.5008 -2.7095
H 0.2575 -4.5726 0.2629
H -0.7980 -3.1913 0.6321
H -1.5634 -3.2912 -2.2515
H 0.8673 -3.1367 1.1295
Cl 1.1941 -0.1158 -3.3595
C -3.2105 1.3637 3.0155
N -1.9327 0.6791 2.9492
C -1.3029 0.3195 4.1080
C -0.0887 -0.2922 4.0381
C 0.4142 -0.5868 2.7566
N -0.1981 -0.2047 1.6269
C -1.3656 0.4869 1.7098
O -1.8889 0.9609 0.6663
N 1.5192 -1.3961 2.5547
H -3.4609 1.4347 4.0766
H -3.9891 0.8074 2.4832
H -3.1581 2.3668 2.5791
H -1.8783 0.5676 5.0020
H 0.4861 -0.6401 4.9055
H 2.1040 -1.4495 3.3894
H 2.0726 -1.1370 1.7190
*
```

Calculated values
HOMO level (spin up / spin down) ... -14.780 / -14.686 eV
Frontier orbital gap (spin up / spin down) ... 0.24957 / 0.17602 hartree
⟨S²⟩ ... 0.763
F_max ... 3.84 eV/Å

No. 2
Computed, not measured: a molecular structure, C12H28F6O10V at a distorted geometry, with ωB97M-V/def2-TZVPD.

```
! wB97M-V def2-TZVPD RIJCOSX def2/J DEFGRID3
* xyz -1 1
O -1.0899 -0.1685 -0.2770
V 0.1410 0.4775 -1.1196
O 1.5032 -0.0333 -0.5149
C 2.5962 0.6901 5.4654
O 2.0492 -0.4474 4.7458
O 2.9312 0.2007 6.6622
C 3.6902 1.4248 4.6411
F 3.3330 1.7207 3.3631
F 4.0219 2.6008 5.1985
F 4.8223 0.6988 4.5223
C 1.3780 -0.1996 3.5309
C 0.7762 -1.4818 2.9439
H 0.0120 -1.8972 3.6078
H 0.3183 -1.3082 1.9718
H 1.5848 -2.2139 2.9116
H 2.0443 0.1257 2.7242
H 0.6036 0.5660 3.6655
H 1.7597 1.4049 5.5884
C -0.3697 2.2639 -3.4248
O -1.3883 1.4353 -2.8876
O 0.7235 1.9205 -2.7092
C -0.3054 2.3041 -4.9668
F 0.8807 2.7963 -5.3443
F -0.4886 1.1030 -5.5347
F -1.2304 3.1308 -5.4939
C -2.7044 1.5003 -3.4420
C -3.6876 0.8967 -2.4435
H -4.5946 0.7026 -3.0285
H -3.4243 -0.0739 -2.0372
H -3.9634 1.6770 -1.7361
H -2.7600 0.8850 -4.3451
H -3.0208 2.5100 -3.7082
H -0.6867 3.2732 -3.1075
C 1.2626 3.0465 0.7850
O 0.1748 2.1761 0.4865
H 2.0781 3.0243 0.0641
H 0.9028 4.0781 0.7754
H 1.7046 2.8577 1.7637
H -0.6560 2.6294 0.6400
C 2.0986 -3.5558 -0.3012
O 1.2215 -4.6818 -0.1895
H 2.8682 -3.6198 0.4705
H 2.4980 -3.5209 -1.3209
H 1.5266 -2.6417 -0.1597
H 1.7646 -5.4379 -0.4291
C -0.9814 -1.8664 -3.1334
O 0.1332 -1.0416 -2.7933
H -1.8323 -1.4668 -2.5910
H -1.1188 -1.8866 -4.2159
H -0.7865 -2.8876 -2.7927
H 0.9014 -1.2943 -3.3113
C -3.2467 -1.7691 2.0594
O -3.7320 -2.6257 1.0166
H -3.9870 -1.7262 2.8534
H -2.3440 -2.2612 2.4323
H -2.8806 -0.7999 1.7190
H -3.0248 -3.2140 0.7506
*
```

Calculated values
HOMO level ... -3.274 eV
Energy relative to the best compared isomer or geometry (same formula, charge and spin) ... 83.4 kJ/mol
Frontier orbital gap ... 0.17119 hartree
F_max ... 3.48 eV/Å

No. 3
Computed, not measured: 2 unconnected molecules or ions with the total composition C12H28N2O9P2 at a distorted geometry, with ωB97M-V/def2-TZVPD.

```
! wB97M-V def2-TZVPD RIJCOSX def2/J DEFGRID3
* xyz 0 1
O -1.9436 1.5938 4.3639
O -0.2059 0.1431 0.2758
O 1.6848 -0.0790 -2.2501
O 0.6714 -2.6535 -1.8456
O 4.0352 0.0555 -2.2930
O 2.9062 0.0366 -0.0422
O 1.2271 -2.0496 0.4856
O 2.1034 -4.2609 -0.4701
O 3.0868 -2.0797 -1.4462
C -2.3648 1.7814 3.2341
C -1.2839 0.6500 -0.0270
N -1.9735 0.1161 -1.0404
N -1.5464 1.6727 2.1882
C -3.8267 2.1255 3.0365
C -3.3183 0.4647 -1.4950
C 4.9691 -6.6961 -0.3273
C -3.1445 4.8584 0.4540
C 3.4489 -4.6965 -0.6940
C 3.5783 -6.1017 -0.1008
C -1.0958 3.3555 -1.2468
C -1.7338 4.4707 0.9247
C -1.1316 3.1949 0.2840
C -1.8138 1.8787 0.7519
P 2.8464 -0.5534 -1.4950
P 1.7608 -2.7029 -0.8550
H 3.6153 0.0334 -3.1645
H 3.8413 -0.0476 0.1670
H 0.7197 -1.2507 0.2153
H -1.4964 -0.6354 -1.5253
H -0.6116 1.3679 2.4208
H -4.3413 2.0032 3.9890
H -4.2700 1.4558 2.3036
H -3.9126 3.1595 2.7165
H -3.3623 1.5099 -1.7997
H -3.5833 -0.1576 -2.3521
H -4.0421 0.2862 -0.6976
H 5.1848 -6.7697 -1.3979
H 5.0239 -7.6989 0.1077
H 5.7341 -6.0707 0.1434
H -3.8285 4.0170 0.5503
H -3.1191 5.1825 -0.5862
H -3.5119 5.6841 1.0638
H 4.1694 -4.0305 -0.2054
H 3.6692 -4.7196 -1.7677
H 2.8301 -6.7548 -0.5618
H 3.3714 -6.0597 0.9734
H -0.4931 2.5648 -1.6974
H -0.6318 4.3089 -1.5028
H -2.1000 3.3280 -1.6655
H -1.0706 5.3092 0.7072
H -1.7469 4.3568 2.0084
H -0.0905 3.1439 0.6100
H -2.8829 1.9595 0.5772
*
```

Calculated values
HOMO level ... -9.480 eV
Frontier orbital gap ... 0.35879 hartree
F_max ... 7.45 eV/Å

No. 4
Computed, not measured: C12H28N2S2 in the gas phase at a distorted geometry, with ωB97M-V/def2-TZVPD.

```
! wB97M-V def2-TZVPD RIJCOSX def2/J DEFGRID3
* xyz 0 1
C 2.9894 -3.5659 -1.2711
C 1.7716 -2.7416 -1.8324
C 0.3831 -4.2487 -2.9826
C -0.6772 -5.4151 -2.8262
C -0.5455 -2.3845 -1.6293
C -0.8561 -2.1014 -0.2558
C -0.5857 1.3679 0.9416
C -0.1830 2.8403 0.7230
C -0.1808 3.7419 2.8886
C 0.2558 3.8641 4.3718
C 1.7859 3.9038 1.6939
C 1.4415 5.4260 1.3721
H 2.4806 -4.0250 -0.3725
H 3.4705 -4.3708 -1.8975
H 3.8565 -2.7983 -0.8941
H 1.9357 -2.2815 -2.9085
H 1.7492 -1.9203 -1.1503
H 0.1626 -3.5902 -3.8528
H 1.2675 -4.7967 -3.3471
H -0.2284 -6.2226 -2.0560
H -1.6339 -4.9716 -2.1840
H -1.0754 -5.7447 -3.8871
H -1.5118 -2.7511 -2.0886
H -0.3275 -1.4790 -2.1477
H -0.0089 -1.7024 0.3306
H -1.2988 -3.0539 0.1788
H 0.3261 0.8376 1.2639
H -1.3455 1.1390 1.5791
H 0.5280 2.8199 -0.0674
H -0.9361 3.5959 0.5480
H -0.7424 4.6796 2.4927
H -0.9454 2.9266 3.0219
H -0.5962 4.2623 5.0042
H 1.1641 4.5589 4.4896
H 0.5593 2.8890 5.0989
H 2.3172 3.5031 0.7942
H 2.5086 3.9156 2.5785
H 2.2972 6.0208 1.3366
H 0.7753 5.6994 2.2048
H 0.6701 5.5735 0.5106
N 0.4916 -3.4623 -1.7846
N 0.6094 3.1190 1.9345
S -2.2557 -0.9778 -0.1953
S -1.2893 0.7009 -0.6041
*
```

Calculated values
SMILES string ... CCN(CC)CCSSCCN(CC)CC
HOMO level ... -8.583 eV
Energy relative to the best compared isomer or geometry (same formula, charge and spin) ... 386.2 kJ/mol
Frontier orbital gap ... 0.34421 hartree
F_max ... 5.15 eV/Å

No. 5
Computed, not measured: 2 unconnected molecules or ions with the total composition C12H28N5O, with ωB97M-V/def2-TZVPD.

```
! wB97M-V def2-TZVPD RIJCOSX def2/J DEFGRID3
* xyz 1 1
C 3.3662 -1.8781 -0.6810
C 3.7812 -1.6024 -2.1239
C 4.2118 -0.1597 -2.4319
C 3.3283 0.9710 -1.8680
C 2.5628 1.7914 -2.9271
C 1.1468 2.1704 -2.5035
N 0.3098 1.0217 -2.1194
N -0.5420 1.0941 -1.0555
C -1.1479 -0.0878 -0.9507
N -0.7708 -0.9084 -1.9086
C 0.1146 -0.2035 -2.6406
N 0.7016 -0.6530 -3.7527
H 2.5033 -1.2892 -0.3635
H 3.0800 -2.9252 -0.5756
H 4.1939 -1.7039 0.0086
H 4.6404 -2.2408 -2.3412
H 2.9955 -1.9360 -2.8067
H 5.2292 -0.0299 -2.0594
H 4.2763 -0.0453 -3.5177
H 2.6336 0.5953 -1.1138
H 3.9782 1.6675 -1.3367
H 3.0656 2.7487 -3.0759
H 2.5836 1.3027 -3.9010
H 1.2111 2.7998 -1.6145
H 0.6236 2.7379 -3.2754
H -0.6412 1.9192 -0.4844
H -1.8536 -0.3074 -0.1583
H 0.9648 -0.0327 -4.4953
H 0.7702 -1.6448 -3.9025
C -4.2328 -0.4259 4.8878
C -2.7714 -0.2969 4.4709
C -2.5408 0.6451 3.2841
O -2.9119 0.1188 2.0146
C -4.2989 0.1900 1.7151
N -2.2180 -1.6333 4.2599
H -4.7822 -1.0899 4.2200
H -4.2940 -0.8540 5.8866
H -4.7339 0.5435 4.9007
H -2.2266 0.1487 5.3092
H -1.4678 0.8417 3.2102
H -3.0443 1.6066 3.4459
H -4.7458 1.0962 2.1322
H -4.8413 -0.6795 2.0879
H -4.4028 0.2159 0.6296
H -1.2134 -1.5846 4.1260
H -2.5909 -2.0140 3.3955
*
```

Calculated values
HOMO level ... -11.416 eV
Frontier orbital gap ... 0.31805 hartree
F_max ... 0.31 eV/Å

No. 6
Computed, not measured: 2 unconnected molecules or ions with the total composition C12H28NO4S, with ωB97M-V/def2-TZVPD.

```
! wB97M-V def2-TZVPD RIJCOSX def2/J DEFGRID3
* xyz 1 1
C 3.6465 -0.8267 0.3470
C 2.5578 -1.9053 0.4669
C 1.5207 -1.8571 -0.6666
N 0.1610 -2.1141 -0.2049
C -0.8444 -1.1533 -0.6559
C -2.2401 -1.7434 -0.3552
C -3.2416 -0.8714 0.4085
C -4.4101 -1.7089 0.9264
S -2.4826 -0.0611 1.8212
O -2.9966 1.2693 1.9220
O -2.4885 -0.9375 2.9450
O -0.9443 0.0279 1.4040
C -0.6120 0.2155 0.0051
C -1.2245 1.4645 -0.6379
C -0.9058 1.4517 -2.1384
C -0.7726 2.8042 0.0173
C 0.2905 2.7769 1.1153
H 3.8085 -0.5673 -0.7041
H 4.5879 -1.1721 0.7812
H 3.3402 0.0663 0.9029
H 3.0227 -2.8895 0.5161
H 2.0348 -1.7600 1.4145
H 1.5742 -0.8701 -1.1504
H 1.7889 -2.5857 -1.4384
H 0.1392 -2.1703 0.8072
H -0.7028 -1.0497 -1.7322
H -2.7190 -2.0330 -1.2918
H -2.0950 -2.6632 0.2136
H -3.6323 -0.0716 -0.2172
H -4.0496 -2.5075 1.5715
H -4.9263 -2.1494 0.0725
H -5.1176 -1.1060 1.4944
H 0.4683 0.3763 0.0209
H -2.3073 1.4238 -0.5487
H -1.5462 0.7589 -2.6856
H 0.1328 1.1596 -2.3302
H -1.0721 2.4416 -2.5615
H -1.6557 3.2988 0.4207
H -0.4070 3.4523 -0.7842
H -0.0622 2.2760 2.0125
H 0.5462 3.7994 1.3947
H 1.2097 2.2747 0.7954
O 5.5665 1.1871 -0.9884
H 5.8666 1.6477 -1.7994
H 4.8800 1.6834 -0.4927
H 6.3135 0.9184 -0.4130
*
```

Calculated values
HOMO level ... -11.210 eV
Frontier orbital gap ... 0.21199 hartree
F_max ... 0.21 eV/Å

No. 7
Computed, not measured: a molecular structure, C12H29AuN4O7P at a distorted geometry, with ωB97M-V/def2-TZVPD.

```
! wB97M-V def2-TZVPD RIJCOSX def2/J DEFGRID3
* xyz 1 3
O -1.6376 0.8027 -3.6944
H -2.0411 1.3391 -4.4033
Au -0.5388 0.3119 -0.9704
N -0.2504 1.8567 0.3249
N 1.1444 1.0796 -1.7749
N -1.6498 -0.7705 0.3316
N -0.3311 -1.5286 -1.7458
O -0.8693 1.9918 1.4468
O -2.0031 -0.3802 1.5756
O 0.5502 -1.8314 -2.7095
O 1.8273 0.5011 -2.6902
C 1.5512 2.2234 -1.1628
C 0.7880 2.6509 -0.0373
C -1.8194 -2.0500 -0.0166
C -1.0663 -2.4812 -1.1606
C 1.1109 3.7999 0.8505
H 1.7055 3.4805 1.7215
H 0.1944 4.2759 1.2196
H 1.6891 4.5483 0.3003
C 2.7907 2.8833 -1.6550
H 2.9433 2.6708 -2.7207
H 3.6693 2.5174 -1.1024
H 2.7243 3.9676 -1.5049
C -2.6315 -2.9201 0.8685
C -1.0337 -3.8871 -1.6484
H -3.5332 -2.3960 1.2116
H -2.0631 -3.2431 1.7542
H -2.9470 -3.8132 0.3204
H -0.5031 -3.9525 -2.6052
H -2.0506 -4.2810 -1.7796
H -0.5303 -4.5407 -0.9216
H -1.6521 0.5893 1.6293
H 1.0945 -0.9596 -2.8153
C -2.3516 1.2114 -2.3932
H -1.7428 1.9780 -1.8746
H -2.5765 0.2774 -1.8389
H -3.3325 1.6982 -2.5524
O -4.8913 2.7918 -0.9315
H -5.5316 2.1117 -0.6462
H -4.3592 2.9639 -0.1321
C 1.9506 0.4860 2.8693
P 2.0832 -1.0184 1.8801
C 3.7135 -1.7236 2.1554
C 0.8628 -2.1426 2.5869
O 1.8252 -0.7616 0.4197
H 0.8947 0.7715 2.9510
H 2.5051 1.2923 2.3742
H 2.3606 0.3197 3.8746
H 3.8202 -1.9243 3.2274
H 3.8174 -2.6585 1.5906
H 4.4879 -1.0178 1.8303
H -0.0474 -1.5816 2.8290
H 0.6257 -2.9154 1.8472
H 1.2545 -2.6132 3.4974
*
```

Calculated values
HOMO level (spin up / spin down) ... -9.054 / -11.755 eV
Energy relative to the best compared isomer or geometry (same formula, charge and spin) ... 0.0 kJ/mol
Frontier orbital gap (spin up / spin down) ... 0.15624 / 0.22345 hartree
⟨S²⟩ ... 2.074
F_max ... 5.04 eV/Å

No. 8
Computed, not measured: 3 unconnected molecules or ions with the total composition C12H29BO6 at a distorted geometry, with ωB97M-V/def2-TZVPD.

```
! wB97M-V def2-TZVPD RIJCOSX def2/J DEFGRID3
* xyz 0 1
C -0.6030 1.4065 -2.4220
C 0.1148 2.7493 -2.6713
B 1.5000 2.8053 -1.9471
O 2.3101 1.6953 -1.8070
O 1.9629 4.0267 -1.4040
C 2.2763 4.1169 -0.1053
O 3.0601 4.8665 0.3425
O 1.6317 3.1504 0.6271
C 0.3645 3.5685 1.1550
H -0.9913 1.3690 -1.3981
H 0.0863 0.5684 -2.5613
H -1.4481 1.2785 -3.1064
H -0.5020 3.5990 -2.3471
H 0.2727 2.8917 -3.7530
H 3.0287 1.6189 -2.4456
H 0.4747 4.5252 1.6778
H 0.0603 2.7931 1.8605
H -0.3880 3.6536 0.3591
C 2.9288 0.2613 1.3439
C 1.8247 -0.7205 1.6932
O 1.9102 -1.9683 1.0237
C 3.0893 -2.7167 1.2593
C 3.3106 -3.0902 2.7152
H 2.9486 0.4415 0.2689
H 2.7412 1.2109 1.8453
H 3.9130 -0.0907 1.6580
H 0.8615 -0.3119 1.3813
H 1.7720 -0.8691 2.7785
H 3.9667 -2.1903 0.8661
H 2.9652 -3.6207 0.6617
H 3.4626 -2.2133 3.3456
H 4.1993 -3.7170 2.8027
H 2.4555 -3.6459 3.1028
C -5.5319 -1.9221 -0.8260
C -4.2453 -2.2370 -1.5698
O -3.2518 -1.2324 -1.4630
C -2.7992 -0.9432 -0.1519
C -2.1709 -2.1217 0.5721
H -5.9498 -0.9737 -1.1669
H -6.2642 -2.7095 -1.0095
H -5.3789 -1.8601 0.2521
H -4.4459 -2.3117 -2.6390
H -3.8499 -3.2079 -1.2500
H -3.6073 -0.5101 0.4499
H -2.0496 -0.1639 -0.2878
H -2.8875 -2.9245 0.7517
H -1.7896 -1.7973 1.5415
H -1.3378 -2.5267 -0.0037
*
```

Calculated values
SMILES string ... CCB(O)OC(=O)OC.CCOCC.CCOCC
HOMO level ... -9.559 eV
Frontier orbital gap ... 0.36666 hartree
F_max ... 1.48 eV/Å

> Which formula does entry 6 have?

C12H28NO4S

> Among the records above, which one has the lowest F_max?

C12H28NO4S

> Which of these has the highest F_max?

C12H28N2O9P2

> Which value of F_max does entry 3 give?

7.45 eV/Å